13
Properties=species:S:1:pos:R:3 method="wB97M-V/def2-TZVPD" homo_ha=-0.1639 gap_ev=8.8 charge=-1 e_above_lowest_kcal_mol=11.5
C -1.4578 1.2942 1.6279
O -1.5531 -0.0975 1.7953
H -1.8093 1.6221 0.6423
H -2.0847 1.7622 2.3941
H -0.4300 1.6556 1.7317
H -1.0534 -0.5291 1.0621
O 1.0790 0.6224 -0.1741
C 0.7296 -0.4733 -0.6520
O -0.1848 -1.2459 -0.2528
C 1.5622 -1.0401 -1.8332
H 0.8591 -1.2546 -2.6416
H 2.3198 -0.3365 -2.1754
H 2.0233 -1.9794 -1.5243

13
Properties=species:S:1:pos:R:3 method="wB97M-V/def2-TZVPD" homo_ha="0.0245 / 0.0258" gap_ev="6.5 / 6.3" spin_multiplicity=2 charge=-2 s2=0.775 e_above_lowest_kcal_mol=28.2
O 1.3057 2.4000 0.6458
C 1.6837 1.2648 -0.0020
C 0.7202 0.0863 0.1237
O -0.5186 0.3836 -0.5020
C -1.3537 -0.6864 -0.6836
H 2.6647 0.8469 0.3538
H 1.8383 1.4100 -1.1058
H 0.5386 -0.1356 1.1931
H 1.1506 -0.8164 -0.3516
H -2.1604 -1.1088 0.6387
H -2.1697 -0.4799 -1.3902
H -0.8848 -1.6808 -0.6765
O -2.8146 -1.4836 1.7565

14
Properties=species:S:1:pos:R:3 method="wB97M-V/def2-TZVPD" homo_ha="-0.6980 / -0.6980" gap_ev="9.0 / 9.6" spin_multiplicity=3 charge=+2 s2=2.006
O -0.8008 -1.7778 -0.8751
C -0.5994 -0.5441 -1.4811
C 0.7155 0.0896 -1.0329
O 0.8389 0.0574 0.4124
C -0.0407 0.8986 1.1791
Pr -0.4882 -2.0543 1.1439
H -1.4344 0.1560 -1.2700
H -0.5462 -0.6318 -2.5825
H 0.8200 1.1269 -1.3764
H 1.5725 -0.4941 -1.3892
H 0.6289 1.6084 1.6806
H -0.7049 1.5182 0.5667
O -0.3750 -0.0529 2.1749
H 0.4137 0.0998 2.8496

15
Properties=species:S:1:pos:R:3 method="wB97M-V/def2-TZVPD" homo_ha=-0.3482 gap_ev=9.8 e_above_lowest_kcal_mol=66.4
O 0.4421 -2.0076 -2.0677
C -0.2646 -1.1641 -1.1103
C 0.3393 -0.2015 -0.4927
O 1.6710 0.2214 -0.7662
C -0.3449 0.7706 0.5761
O -0.1446 2.0654 0.0892
O -1.7330 0.5198 0.6604
P 0.2341 0.1810 2.2992
H 1.0995 -1.4304 -2.4284
H -1.1923 -1.5787 -0.9300
H 2.2266 -0.6645 -0.9499
H 0.8177 2.0375 -0.0378
H -2.1304 0.5086 -0.2216
H -0.1495 1.3735 2.9316
H -0.8711 -0.6310 2.4482